Molecular formula: C34H36N9NaO5
Method: DFT, ωB97M-V with the def2-TZVPD basis set

The LUMO energy is -0.042 eV. The value obtained for the energy is -63909.56297 eV. For the HOMO energy, the calculation gives -7.393 eV. The HOMO-LUMO gap comes out at 7.4 eV.

Last column: Löwdin charge in e.
Element x y z (Å)
Na1 0.166 0.214 0.411  0.237
N1 -2.761 -2.440 2.906  0.131
C1 -2.129 -1.465 2.211  -0.158
N2 -1.576 -1.606 1.063  0.171
C2 -1.614 -2.875 0.454  -0.262
N3 -1.121 -3.109 -0.697  0.085
N4 -0.373 -2.314 -1.424  0.048
C3 -0.803 -1.602 -2.381  -0.082
C4 0.140 -0.867 -3.241  -0.265
C5 -0.338 -0.213 -4.376  -0.026
C6 0.551 0.475 -5.181  -0.083
C7 1.892 0.505 -4.830  -0.085
C8 2.278 -0.183 -3.687  -0.141
N5 1.437 -0.855 -2.913  0.132
C9 -2.285 -3.984 1.154  -0.091
C10 -2.360 -5.269 0.626  -0.018
C11 -2.982 -6.282 1.332  -0.082
C12 -3.533 -6.021 2.582  -0.084
C13 -3.468 -4.751 3.122  -0.027
C14 -2.846 -3.734 2.406  -0.198
H1 -3.103 -2.250 3.831  0.152
H2 -2.109 -0.492 2.684  0.113
H3 -1.868 -1.526 -2.616  0.126
H4 -1.392 -0.259 -4.620  0.111
H5 0.209 0.978 -6.077  0.103
H6 2.618 1.035 -5.432  0.096
H7 3.319 -0.201 -3.380  0.106
H8 -1.909 -5.447 -0.341  0.113
H9 -3.033 -7.280 0.915  0.101
H10 -4.009 -6.816 3.142  0.103
H11 -3.888 -4.542 4.100  0.112
O1 1.584 -1.232 0.499  -0.066
C15 1.791 -1.533 1.885  -0.285
C16 1.013 -0.344 2.602  -0.592
O2 0.243 -0.558 3.552  0.003
O3 1.235 0.768 2.060  -0.037
C17 3.261 -1.370 2.263  -0.130
C18 4.106 -0.606 1.464  -0.015
C19 5.444 -0.453 1.798  -0.082
C20 5.953 -1.053 2.941  -0.100
C21 5.110 -1.797 3.754  -0.080
C22 3.774 -1.956 3.417  -0.009
C23 1.353 -2.974 2.171  -0.137
C24 1.820 -3.963 1.302  -0.021
C25 1.518 -5.299 1.501  -0.073
C26 0.748 -5.686 2.589  -0.095
C27 0.290 -4.719 3.467  -0.081
C28 0.589 -3.375 3.264  -0.034
H12 2.114 -1.818 -0.052  0.097
H13 3.702 -0.117 0.587  0.117
H14 6.095 0.137 1.164  0.098
H15 6.998 -0.938 3.200  0.097
H16 5.496 -2.264 4.652  0.100
H17 3.123 -2.542 4.054  0.119
H18 2.441 -3.695 0.454  0.120
H19 1.896 -6.044 0.811  0.102
H20 0.521 -6.731 2.759  0.100
H21 -0.308 -5.009 4.324  0.103
H22 0.236 -2.624 3.953  0.099
N6 -1.512 1.716 1.556  0.087
C29 -0.855 2.834 0.852  -0.307
C30 -1.539 4.157 1.180  -0.149
C31 -1.161 5.399 0.361  -0.178
C32 0.345 5.653 0.192  -0.147
N7 1.033 4.778 -0.759  0.111
C33 0.771 4.760 -2.062  -0.444
N8 1.243 3.752 -2.810  0.209
N9 0.192 5.823 -2.645  0.217
C34 -0.800 2.493 -0.652  -0.627
O4 -1.503 3.103 -1.476  -0.001
O5 0.087 1.626 -0.960  -0.092
H23 -2.209 2.083 2.191  0.081
H24 -0.812 1.253 2.140  0.046
H25 0.188 2.873 1.188  0.131
H26 -1.325 4.364 2.233  0.121
H27 -2.618 4.012 1.074  0.123
H28 -1.575 6.268 0.875  0.114
H29 -1.628 5.323 -0.622  0.093
H30 0.850 5.537 1.151  0.133
H31 0.512 6.681 -0.138  0.115
H32 1.445 3.927 -0.400  0.156
H33 1.035 2.827 -2.398  0.104
H34 1.003 3.787 -3.788  0.115
H35 -0.305 6.475 -2.063  0.105
H36 -0.229 5.654 -3.543  0.126